(1)
The following is a quantum chemistry calculation of a structure of composition C11H40MnN18O11 at a distorted geometry, from the OMol25 dataset.

Summary:
Energy relative to the best compared isomer or geometry (same formula, charge and spin) = 1.3609 eV
Multiplicity = 7
Largest force on an atom = 0.1864 hartree/bohr
Net charge = +1

Each line ends with the Löwdin charge.
Geometry (Å):
Mn 1.94366 -1.28462 0.20996  0.979
O 0.23052 -1.28142 1.41084  -0.357
C -0.03194 0.12104 1.44060  -0.285
C 0.29002 0.98770 0.14627  -0.157
O 1.41673 0.63622 -0.66448  -0.092
H 0.43100 0.47971 2.35992  0.105
H -1.04688 0.35271 1.76358  0.097
H 0.37759 2.05685 0.33952  0.143
H -0.58901 0.97305 -0.49808  0.098
C -0.38124 -2.52646 5.00467  -0.839
O -0.01411 -3.01929 6.06867  0.043
N -0.39710 -3.05731 3.84667  0.167
N -0.71618 -1.33404 4.85738  0.181
H -0.40665 -2.42294 3.06081  0.055
H -0.19008 -4.03018 3.67124  0.110
H -0.93093 -1.00297 3.92766  0.105
H -0.67413 -0.70113 5.64335  0.144
C 3.40757 -0.72574 2.93664  -0.780
O 3.20536 -0.89370 1.77411  -0.011
N 4.44012 0.01208 3.31907  0.205
N 2.56931 -1.00907 3.77471  0.257
H 4.92472 0.56217 2.62434  0.130
H 4.62266 0.18917 4.29653  0.124
H 1.75818 -1.55534 3.52221  0.114
H 2.64027 -0.70565 4.73544  0.155
C 2.30188 -4.41183 1.31986  -0.805
O 2.36908 -3.35694 0.74510  0.002
N 3.27242 -5.25719 1.32427  0.212
N 1.23111 -4.78905 1.80077  0.232
H 4.11808 -4.70922 1.25573  0.143
H 3.13707 -6.24905 1.45837  0.137
H 0.40565 -4.20708 1.80550  0.096
H 1.32587 -5.77846 1.98016  0.146
C -3.34212 0.90332 -2.16145  -0.725
O -3.57914 0.14205 -1.28490  0.061
N -2.08327 1.36188 -2.34900  0.166
N -4.17680 1.19778 -3.18349  0.188
H -1.30998 1.09444 -1.75688  0.048
H -1.83162 1.93237 -3.14355  0.114
H -3.89963 1.65090 -4.04254  0.114
H -5.07174 0.73024 -3.15947  0.126
C 0.69329 5.84807 -2.65021  -0.758
O 1.46235 5.56659 -3.58185  0.020
N 0.64627 5.17920 -1.52108  0.159
N -0.10817 6.86055 -2.65673  0.171
H 0.25960 5.77386 -0.80208  0.104
H 1.03512 4.27195 -1.30709  0.093
H -0.16522 7.39890 -3.50938  0.134
H -0.34958 7.23520 -1.75038  0.116
C -2.48412 -2.99161 -0.39386  -0.816
O -3.08165 -3.20055 -1.45592  0.023
N -2.58706 -2.01869 0.43227  0.197
N -1.67465 -3.84479 0.05967  0.180
H -2.86839 -1.17777 -0.05127  0.070
H -1.70272 -1.94863 0.91511  0.059
H -1.30263 -3.59770 0.96556  0.082
H -1.46705 -4.73105 -0.37801  0.140
C 0.51265 -1.97026 -2.51800  -0.748
O 1.10004 -2.31978 -1.53932  0.039
N 0.38773 -0.76465 -3.04114  0.187
N -0.37776 -2.64385 -3.08184  0.223
H 0.80152 -0.14757 -2.35698  0.049
H -0.22425 -0.28180 -3.68336  0.127
H -0.77291 -2.18956 -3.89275  0.140
H -0.83935 -3.38505 -2.57425  0.121
C 3.14224 2.14112 -3.89524  -0.746
O 3.52574 2.54798 -4.99590  0.048
N 2.10979 2.56417 -3.18399  0.156
N 3.63589 1.13336 -3.26084  0.152
H 1.86288 2.06520 -2.34128  0.054
H 1.64877 3.36745 -3.58685  0.082
H 3.37002 0.82731 -2.33577  0.082
H 4.35013 0.53673 -3.65325  0.125
C -3.86027 3.29003 1.19414  -0.790
O -4.34520 4.16273 1.92127  0.032
N -3.55737 2.13478 1.62858  0.150
N -3.76151 3.28052 -0.11891  0.175
H -3.74500 1.29901 1.09343  0.105
H -3.54575 2.14564 2.63846  0.129
H -3.52837 2.32936 -0.36598  0.058
H -3.94098 4.17842 -0.54512  0.131

Atoms 1-6, force components in eV/Å:
-0.191 -2.396 0.546
-0.182 1.615 -0.952
0.113 -0.895 0.536
1.238 -0.819 0.645
-1.723 0.453 1.458
1.129 0.818 -0.248

=====

(2)
The following is a quantum chemistry calculation of a structure of composition C11H42AsF6N8O9Rb at a distorted geometry, from the OMol25 dataset.

Summary:
E_tot = -120243.2598 eV
Largest force on an atom = 0.0310 hartree/bohr

Each line ends with the Löwdin charge.
Geometry (Å):
Rb -1.22290 -5.16435 1.27060  0.996
As 0.87201 -1.72091 0.52722  0.731
F 1.27946 -3.17623 1.41053  -0.276
F 0.20734 -1.07962 1.99521  -0.232
F 0.38238 -0.32453 -0.32494  -0.197
F 1.54694 -2.37493 -0.90791  -0.206
F -0.67619 -2.47887 0.19667  -0.314
F 2.36809 -0.98969 1.00405  -0.229
C 2.84409 1.17116 -2.52957  -0.636
O 1.82203 1.69893 -2.95835  0.000
N 3.61439 0.35270 -3.31451  0.160
N 3.36215 1.43328 -1.29595  0.203
H 3.13851 -0.10174 -4.07264  0.101
H 4.51203 -0.00639 -3.04630  0.093
H 2.80723 1.98736 -0.66720  0.064
H 4.00337 0.74735 -0.92157  0.054
C 3.29318 -2.61862 4.47508  -0.673
O 3.91456 -2.84731 5.49348  0.034
N 1.92757 -2.48159 4.45970  0.158
N 3.88749 -2.45412 3.25401  0.160
H 1.37793 -2.30877 3.63777  0.046
H 1.42461 -2.59991 5.31809  0.095
H 4.82103 -2.76702 3.07165  0.103
H 3.36086 -2.14042 2.45340  0.046
C -1.82574 -0.25576 -3.53890  -0.665
O -3.00101 -0.21675 -3.85508  0.025
N -0.90802 0.68910 -3.86070  0.170
N -1.33926 -1.24239 -2.67190  0.140
H -0.02675 0.77721 -3.37437  0.052
H -1.25342 1.47746 -4.37760  0.109
H -0.71414 -0.90784 -1.96015  0.038
H -1.98233 -1.99782 -2.53380  0.082
C -2.66360 0.37918 1.37081  -0.056
C -3.87174 0.73571 0.51706  -0.441
C -4.83667 -0.41270 0.35355  -0.232
O -5.96583 0.00939 -0.36186  -0.177
C -6.88268 -1.03134 -0.56891  -0.116
N -4.49723 1.96762 1.02106  0.048
H -3.02297 0.13549 2.37549  0.080
H -1.95299 1.20056 1.36225  0.077
H -2.18880 -0.50459 0.94041  0.050
H -3.48645 1.02805 -0.46883  0.141
H -5.11543 -0.77621 1.36221  0.133
H -4.35542 -1.26957 -0.14366  0.121
H -7.49009 -1.22162 0.32459  0.088
H -6.37469 -1.94407 -0.90020  0.083
H -7.58001 -0.75928 -1.36294  0.089
H -5.42932 2.05399 0.62785  0.064
H -4.64586 1.88336 2.02548  0.068
C 0.58817 5.52310 -0.87240  -0.068
C 0.76994 4.05855 -1.18632  -0.447
C 0.67929 3.13949 -0.00124  -0.215
O 1.72700 3.33842 0.92901  -0.176
C 1.95196 2.21879 1.74201  -0.115
N -0.29220 3.65297 -2.12570  0.043
H 0.72114 6.18213 -1.73449  0.075
H 1.32458 5.89364 -0.15170  0.078
H -0.38880 5.74029 -0.43062  0.083
H 1.69682 3.98068 -1.76928  0.128
H 0.70613 2.11200 -0.39172  0.095
H -0.28719 3.26592 0.50343  0.137
H 2.81116 2.32249 2.39712  0.095
H 2.06663 1.31313 1.13216  0.042
H 1.06571 1.99039 2.35523  0.095
H -0.14273 2.71555 -2.46526  0.015
H -0.24080 4.27137 -2.92572  0.073
O -1.39624 -1.22658 4.38572  -0.052
H -0.82525 -1.14215 3.61143  -0.009
H -0.98197 -1.88744 4.94582  0.018
O -0.58180 -4.81223 -1.38754  -0.184
H -0.69728 -5.05036 -2.31224  0.060
H -0.32861 -3.87758 -1.40420  -0.003
O 3.88194 -4.04040 -1.74193  -0.056
H 4.35869 -3.20686 -1.69113  0.023
H 2.95550 -3.78183 -1.76614  0.002
O 5.09188 -0.47570 0.23582  -0.049
H 5.90874 -0.90409 0.50563  0.052
H 4.39990 -0.86660 0.78390  0.006

Atoms 1-6, force components in eV/Å:
0.186 0.290 0.011
-0.225 0.335 0.802
0.073 -0.149 -0.081
-0.177 -0.039 0.178
-0.004 0.190 -0.162
0.034 -0.248 -0.211

=====

(3)
The following is a quantum chemistry calculation of a cluster of 10 separate species, C11H42O10 in total at a distorted geometry, from the OMol25 dataset.

Summary:
Energy relative to the best compared isomer or geometry (same formula, charge and spin) = 4.6152 eV
Largest force on an atom = 0.0787 hartree/bohr
SMILES = CCO.CO.CO.CO.CO.CO.CO.CO.CO.CO

Each line ends with the Löwdin charge.
Geometry (Å):
C -3.03960 1.09671 3.09440  -0.047
C -2.40151 1.05360 4.52692  -0.273
O -1.70481 2.26740 4.88354  -0.099
H -3.56564 1.99730 3.03184  0.052
H -3.57439 0.19424 2.78705  0.081
H -2.25732 1.09731 2.36974  0.027
H -1.69060 0.27157 4.51874  0.075
H -3.11269 0.74545 5.29593  0.110
H -1.58234 2.21132 5.85291  0.106
C -0.19008 -1.64121 -4.21478  -0.230
O 0.60646 -1.43357 -3.17520  -0.124
H -0.67892 -2.57940 -4.07575  0.068
H 0.41098 -1.69742 -5.11536  0.077
H -0.95617 -0.81927 -4.30256  0.105
H 0.73526 -0.51344 -3.01188  0.004
C 3.43559 0.77267 -1.14898  -0.188
O 3.97811 0.53267 0.08422  -0.059
H 2.55379 1.45530 -1.17516  0.055
H 2.98922 -0.07891 -1.70971  0.089
H 4.17279 1.18128 -1.84056  0.087
H 4.39852 1.30664 0.26579  0.033
C -1.48724 -3.26398 2.98751  -0.152
O -1.51371 -1.95947 2.51349  -0.099
H -1.20903 -3.84546 2.16154  0.063
H -2.30699 -3.73484 3.43459  0.063
H -0.76817 -3.38582 3.73757  0.072
H -1.94420 -1.96003 1.66663  0.049
C 0.80939 1.83365 -4.61702  -0.116
O 0.96193 1.26015 -3.27972  -0.183
H 0.01846 2.63551 -4.66446  0.081
H 0.56115 1.11021 -5.43744  0.089
H 1.71327 2.32249 -4.94356  0.064
H 0.98511 2.03458 -2.60800  0.052
C -0.77599 0.16070 -0.56954  -0.143
O -2.04497 0.70372 -0.22395  -0.083
H -0.79573 -0.05239 -1.63143  0.068
H -0.56606 -0.73809 0.03895  0.060
H 0.07054 0.75317 -0.52602  0.032
H -2.15716 1.54563 -0.63116  0.062
C -1.06330 -3.28468 -0.98828  -0.135
O -1.98378 -4.29481 -1.44973  -0.115
H -0.04071 -3.48973 -0.75384  0.069
H -1.47453 -2.58956 -0.20950  0.059
H -1.11322 -2.60346 -1.85939  0.062
H -1.90590 -5.05971 -0.84717  0.079
C 0.70418 1.07289 2.47319  -0.165
O 0.81789 1.45847 3.80851  -0.133
H 0.18443 0.12118 2.50193  0.058
H 1.65845 0.91284 2.03265  0.062
H 0.08684 1.85908 2.01743  0.087
H -0.00940 1.52987 4.32544  0.040
C 0.47301 4.25998 -2.00862  -0.083
O 0.87443 3.05959 -1.30168  -0.176
H 1.38952 4.55306 -2.47674  0.081
H 0.16523 4.97064 -1.23811  0.092
H -0.28723 4.12152 -2.76881  0.082
H 1.41831 3.33334 -0.54410  0.109
C 1.83006 -1.85142 0.92144  -0.190
O 2.05105 -3.20354 0.80487  -0.088
H 1.04620 -1.76683 1.66007  0.063
H 1.49674 -1.38378 0.01399  0.057
H 2.75531 -1.33309 1.23626  0.088
H 2.84917 -3.23178 0.30108  0.071

Atoms 1-6, force components in eV/Å:
1.529 -0.791 1.580
-0.835 -0.488 -0.948
-0.520 -0.348 0.571
-1.294 1.179 -0.437
-0.417 0.224 0.727
0.807 0.405 -0.513